[1]
Computed, not measured: a molecular structure, C39H35AsBrCaCl2N2O7PS2, with ωB97M-V/def2-TZVPD.

```
91
Properties=species:S:1:pos:R:3:mulliken_charge:R:1
Ca -0.15 -0.91 0.10 1.76
Cl -3.09 -2.21 -1.15 -0.03
C -3.98 -3.08 0.07 0.47
C -5.25 -3.49 -0.27 -0.75
C -6.03 -4.19 0.65 -0.35
C -5.49 -4.48 1.89 -0.71
C -4.21 -4.06 2.20 0.23
Cl -3.62 -4.47 3.79 -0.25
C -3.37 -3.34 1.32 -0.47
S -1.78 -2.85 1.77 0.03
H -5.64 -3.25 -1.25 0.39
H -7.03 -4.51 0.39 0.32
H -6.05 -5.03 2.63 0.38
S 1.62 -1.45 2.34 -0.33
C 2.34 -0.13 3.23 -0.01
C 3.25 -0.46 4.27 -0.66
C 3.83 0.51 5.06 -0.41
C 3.52 1.86 4.88 -0.90
C 2.64 2.20 3.86 -0.04
C 2.07 1.23 3.03 -0.40
As 0.83 1.74 1.63 0.88
C 1.77 3.15 0.67 0.42
C 1.04 3.82 -0.31 -0.73
C 1.66 4.77 -1.11 -0.77
C 3.00 5.06 -0.95 -0.48
C 3.74 4.38 0.01 -0.67
C 3.13 3.42 0.82 -0.39
C -0.36 2.81 2.75 0.27
C -1.09 2.12 3.72 -0.76
C -1.98 2.78 4.55 -0.60
C -2.16 4.15 4.43 -0.41
C -1.45 4.85 3.46 -0.63
C -0.56 4.18 2.63 0.17
H 3.48 -1.50 4.43 0.39
H 4.51 0.21 5.85 0.33
H 3.95 2.62 5.51 0.36
H 2.38 3.24 3.70 0.42
H -0.01 3.59 -0.45 0.53
H 1.08 5.29 -1.87 0.43
H 3.49 5.80 -1.58 0.34
H 4.80 4.57 0.13 0.36
H 3.72 2.86 1.53 0.47
H -0.95 1.04 3.82 0.40
H -2.53 2.22 5.29 0.38
H -2.86 4.66 5.07 0.34
H -1.60 5.91 3.35 0.38
H -0.02 4.74 1.88 0.30
C 1.15 -5.06 1.70 -0.12
O 1.49 -5.12 0.31 -0.42
P 1.13 -3.84 -0.65 1.14
O 0.35 -4.59 -1.86 -0.44
C -0.97 -5.03 -1.52 -0.43
O 2.51 -3.66 -1.48 -0.46
C 3.55 -2.99 -0.75 -0.58
H 1.97 -5.50 2.26 0.19
H 0.23 -5.62 1.88 0.21
H 1.00 -4.03 2.04 -0.10
H -1.63 -4.81 -2.36 0.23
H -1.36 -4.51 -0.63 -0.03
H -0.95 -6.10 -1.32 0.26
H 4.18 -2.48 -1.48 0.22
H 4.15 -3.73 -0.21 0.32
H 3.15 -2.26 -0.05 0.13
C 1.11 -1.23 -4.85 -1.19
N 1.75 -0.67 -3.67 0.38
C 2.96 -0.04 -3.77 -0.31
C 3.59 0.44 -2.68 -1.19
C 2.96 0.29 -1.36 0.13
O 3.53 0.67 -0.34 -0.68
N 1.74 -0.32 -1.33 0.80
C 1.15 -0.81 -2.42 0.15
O 0.05 -1.39 -2.34 -0.58
H 0.84 -0.44 -5.56 0.38
H 0.21 -1.74 -4.52 0.28
H 1.78 -1.95 -5.34 0.36
H 3.37 0.04 -4.77 0.43
H 4.54 0.94 -2.75 0.43
Br -4.20 1.89 -6.93 -0.27
C -3.52 1.84 -5.14 0.19
C -3.69 2.95 -4.34 -0.49
C -3.19 2.91 -3.04 -0.49
C -2.55 1.77 -2.56 0.13
C -2.40 0.67 -3.39 0.41
C -2.89 0.70 -4.70 -1.00
C -1.99 1.75 -1.14 -0.13
O -1.96 2.84 -0.54 -0.82
O -1.61 0.63 -0.73 -0.83
H -4.19 3.83 -4.71 0.41
H -3.28 3.76 -2.38 0.48
H -1.89 -0.21 -3.01 0.44
H -2.77 -0.16 -5.35 0.48
```

The charge is -2. The value obtained for the energy above the lowest of the compared OMol25 structures with the same formula, charge and spin is 0.419 eV. The value obtained for the energy is -9689.2408 Ha. As for the maximum force: 0.4 eV/Å.

***

[2]
Computed, not measured: a molecular structure, C39H35BrF4GeN5OSr at a distorted geometry, with ωB97M-V/def2-TZVPD.

```
87
Properties=species:S:1:pos:R:3:mulliken_charge:R:1
Sr 0.05 -0.45 -0.42 2.02
C -3.70 -0.49 -1.76 -0.85
C -3.32 0.98 -1.72 -0.81
N -2.65 1.36 -0.47 0.78
C -3.52 1.13 0.71 -0.70
C -4.97 1.61 0.57 -1.40
C -2.23 2.76 -0.53 -1.33
C -0.85 3.03 0.10 -0.91
N 0.12 2.09 -0.43 0.00
C 1.34 2.56 -0.77 -0.44
C 2.20 1.71 -1.50 0.14
F 1.72 0.44 -1.76 0.12
C 3.46 2.05 -1.92 -0.14
F 4.18 1.12 -2.58 -0.21
C 4.00 3.30 -1.66 -0.60
C 3.20 4.17 -0.94 0.02
F 3.68 5.38 -0.62 -0.31
C 1.93 3.83 -0.50 0.80
F 1.28 4.76 0.25 -0.35
H -3.96 -0.77 -2.77 0.39
H -4.54 -0.71 -1.10 0.30
H -2.83 -1.07 -1.42 -0.11
H -4.23 1.59 -1.86 0.34
H -2.62 1.19 -2.54 0.58
H -3.06 1.66 1.54 0.44
H -3.51 0.06 0.93 0.38
H -5.03 2.64 0.23 0.29
H -5.44 1.56 1.55 0.46
H -5.56 0.98 -0.09 0.33
H -2.96 3.41 -0.04 0.23
H -2.13 3.05 -1.58 0.53
H -0.89 2.95 1.20 0.26
H -0.61 4.05 -0.18 0.52
H 4.98 3.57 -1.99 0.50
Br 4.13 -2.25 12.39 -0.15
C 3.88 -2.44 10.52 0.19
C 2.92 -1.65 9.88 -0.83
C 2.74 -1.79 8.53 0.14
C 3.49 -2.71 7.79 0.23
C 4.43 -3.51 8.45 -0.33
C 4.63 -3.36 9.81 -0.49
N 3.28 -2.92 6.44 -0.57
N 2.74 -1.96 5.81 0.14
C 2.45 -2.03 4.48 -0.05
C 3.14 -2.80 3.54 -0.94
C 2.82 -2.73 2.19 -0.49
C 1.81 -1.91 1.73 -0.54
O 1.50 -1.77 0.43 -0.39
C 1.09 -1.09 2.64 -0.13
N 0.13 -0.28 2.16 0.24
C -0.49 0.53 3.01 -0.08
C -0.18 0.59 4.37 -1.34
C 0.77 -0.25 4.88 -0.41
C 1.44 -1.13 4.02 1.47
H 2.33 -0.96 10.45 0.40
H 1.99 -1.21 8.01 0.29
H 5.03 -4.22 7.90 0.44
H 5.37 -3.96 10.33 0.41
H 3.95 -3.43 3.87 0.48
H 3.37 -3.32 1.48 0.35
H -1.25 1.16 2.57 0.29
H -0.70 1.30 4.99 0.47
H 1.04 -0.24 5.92 0.44
Ge 1.14 -2.88 -0.99 0.27
C 0.71 -4.71 -0.60 0.54
C -0.59 -5.14 -0.80 -0.13
C -0.89 -6.49 -0.72 -0.69
C 0.11 -7.41 -0.45 -0.49
C 1.41 -6.98 -0.26 -0.71
C 1.72 -5.63 -0.35 -0.24
C 2.42 -2.40 -2.35 0.90
C 3.77 -2.62 -2.13 -0.08
C 4.68 -2.45 -3.16 -0.70
C 4.23 -2.05 -4.40 -0.56
C 2.88 -1.83 -4.63 -0.71
C 1.98 -2.01 -3.60 -0.29
H -0.23 -2.21 -1.33 -0.38
H -1.36 -4.43 -1.04 0.31
H -1.91 -6.83 -0.89 0.41
H -0.13 -8.46 -0.39 0.40
H 2.20 -7.70 -0.06 0.42
H 2.74 -5.29 -0.23 0.24
H 4.12 -2.93 -1.15 0.29
H 5.73 -2.63 -2.99 0.44
H 4.94 -1.90 -5.21 0.43
H 2.54 -1.51 -5.60 0.43
H 0.92 -1.87 -3.78 0.37
```

The charge is +1. The value obtained for the energy above the lowest of the compared OMol25 structures with the same formula, charge and spin is 3.064 eV. The value obtained for the energy is -6937.0258 Ha. As for the maximum force: 8.0 eV/Å.

***

[3]
Computed, not measured: a molecular structure, C39H35ClEuN2Si2 at a distorted geometry, with ωB97M-V/def2-TZVPD.

```
80
Properties=species:S:1:pos:R:3:mulliken_charge:R:1
C 1.92 3.93 0.79 -0.42
C 2.50 2.64 1.00 -1.03
C 2.52 1.96 -0.25 -0.60
H 2.89 2.26 1.95 0.48
C 1.94 2.82 -1.23 -0.46
C 1.58 4.04 -0.59 -0.82
H 1.16 4.92 -1.08 0.59
H 1.80 4.71 1.55 0.54
H 2.95 0.98 -0.45 0.72
H 1.83 2.59 -2.29 0.57
Eu -0.13 2.03 0.46 1.25
Si -1.36 -1.01 -0.34 0.56
C -0.52 -1.06 1.39 1.05
C -1.23 -1.68 2.44 -0.65
H -2.28 -1.92 2.31 0.29
C -0.59 -2.06 3.62 -0.66
H -1.14 -2.60 4.39 0.47
C 0.76 -1.75 3.82 -0.89
H 1.25 -2.05 4.75 0.46
C 1.46 -1.06 2.83 -1.02
H 2.51 -0.80 2.97 0.47
C 0.82 -0.71 1.63 0.51
H 1.42 -0.18 0.86 0.00
C 0.32 -0.75 -1.54 1.73
C 1.51 -1.46 -1.36 -0.06
H 1.67 -2.08 -0.46 -0.04
C 2.51 -1.42 -2.34 -0.88
H 3.40 -2.04 -2.22 0.42
C 2.37 -0.59 -3.46 -0.75
H 3.13 -0.58 -4.23 0.47
C 1.23 0.21 -3.58 -0.76
H 1.11 0.89 -4.42 0.46
C 0.21 0.13 -2.62 -0.89
H -0.67 0.78 -2.73 0.32
H -1.53 0.45 -0.71 -0.44
Si -1.18 -3.15 -1.08 0.01
C -0.46 -3.72 -2.69 0.78
C 0.32 -4.89 -2.77 -0.33
H 0.38 -5.56 -1.92 0.42
C 1.05 -5.16 -3.94 -0.62
H 1.67 -6.05 -3.99 0.41
C 0.97 -4.29 -5.04 -0.53
H 1.55 -4.50 -5.94 0.39
C 0.14 -3.17 -4.98 -0.50
H 0.07 -2.49 -5.83 0.40
C -0.60 -2.91 -3.83 -0.67
H -1.27 -2.04 -3.79 0.39
C -0.75 -4.36 0.27 0.47
C 0.58 -4.55 0.67 0.38
H 1.39 -4.02 0.14 0.38
C 0.89 -5.41 1.73 -0.89
H 1.93 -5.55 2.02 0.42
C -0.13 -6.11 2.38 -0.47
H 0.12 -6.82 3.18 0.40
C -1.46 -5.91 2.00 -0.64
H -2.25 -6.47 2.52 0.42
C -1.78 -5.03 0.96 -0.61
H -2.81 -4.85 0.66 0.40
H -2.66 -2.88 -1.26 -0.20
Cl -3.46 -0.83 0.25 -0.40
C -0.41 4.11 4.68 -0.78
C -1.03 5.35 4.47 -0.52
C -1.54 5.65 3.21 -0.64
C -1.40 4.73 2.16 0.59
N -0.84 3.50 2.39 -0.11
C -0.33 3.21 3.61 0.01
C -1.77 5.04 0.76 0.57
C -2.28 6.30 0.38 -0.71
C -2.48 6.58 -0.97 -0.52
C -2.16 5.61 -1.93 -0.79
C -1.69 4.37 -1.49 0.10
N -1.52 4.08 -0.18 -0.05
H 0.01 3.83 5.64 0.42
H -1.13 6.07 5.28 0.43
H -2.02 6.61 3.00 0.34
H 0.15 2.23 3.71 0.39
H -2.51 7.02 1.16 0.32
H -2.86 7.56 -1.27 0.44
H -2.28 5.78 -3.00 0.43
H -1.44 3.56 -2.19 0.26
```

The charge is +1. The value obtained for the energy is -3365.8754 Ha. The multiplicity is 7. As for the maximum force: 4.0 eV/Å.

***

[4]
Computed, not measured: a molecular structure, C39H35ClN2Si2W at a distorted geometry, with ωB97M-V/def2-TZVPD.

```
80
Properties=species:S:1:pos:R:3:mulliken_charge:R:1
C -1.38 -0.67 4.75 -0.40
C -2.20 -0.20 3.67 -0.82
C -2.13 -1.17 2.61 -0.38
H -2.85 0.66 3.71 0.60
C -1.25 -2.23 3.05 -0.70
C -0.82 -1.92 4.37 -0.51
H -0.26 -2.58 5.03 0.59
H -1.35 -0.23 5.74 0.53
H -2.72 -1.18 1.71 0.82
H -1.05 -3.15 2.51 0.65
W -0.16 -0.34 2.81 0.02
Si 0.39 -0.14 -2.94 0.12
C 0.63 1.38 -4.04 0.49
C 1.79 1.69 -4.76 -0.44
H 2.71 1.12 -4.60 0.38
C 1.77 2.67 -5.77 -0.62
H 2.62 2.81 -6.45 0.40
C 0.61 3.43 -5.97 -0.48
H 0.56 4.16 -6.78 0.39
C -0.51 3.21 -5.19 -0.77
H -1.43 3.77 -5.38 0.41
C -0.48 2.20 -4.23 -0.19
H -1.38 1.99 -3.65 0.46
C 0.81 -1.51 -4.17 0.46
C 0.16 -1.47 -5.43 -0.36
H -0.47 -0.61 -5.67 0.34
C 0.30 -2.50 -6.37 -0.64
H -0.27 -2.46 -7.31 0.39
C 1.15 -3.57 -6.09 -0.46
H 1.20 -4.39 -6.80 0.40
C 1.88 -3.59 -4.90 -0.63
H 2.55 -4.43 -4.72 0.40
C 1.71 -2.57 -3.95 -0.22
H 2.29 -2.57 -3.02 0.33
H -1.07 -0.29 -2.84 -0.09
Si 0.06 0.03 0.12 0.46
C -0.60 -1.63 -0.45 1.30
C -1.91 -1.71 -0.99 -0.13
H -2.51 -0.79 -1.17 0.36
C -2.42 -2.95 -1.36 -0.80
H -3.36 -2.99 -1.92 0.46
C -1.70 -4.12 -1.05 -0.68
H -2.11 -5.10 -1.33 0.42
C -0.46 -4.04 -0.39 -0.67
H 0.08 -4.96 -0.15 0.50
C 0.09 -2.80 -0.09 -0.75
H 1.05 -2.71 0.43 0.29
C -1.05 1.53 -0.15 1.30
C -2.42 1.66 0.22 0.01
H -2.92 0.88 0.81 0.11
C -3.18 2.74 -0.26 -0.67
H -4.26 2.79 -0.02 0.43
C -2.59 3.73 -1.07 -0.65
H -3.19 4.56 -1.48 0.40
C -1.22 3.64 -1.35 -0.77
H -0.74 4.36 -2.00 0.49
C -0.46 2.58 -0.85 -0.65
H 0.60 2.54 -1.11 0.47
H 0.98 -0.01 -1.45 -0.17
Cl 2.03 0.43 0.72 -0.37
C -0.57 3.59 4.56 -0.80
C 0.40 3.62 5.55 -0.65
C 1.34 2.59 5.59 -0.73
C 1.24 1.51 4.70 0.78
N 0.20 1.47 3.79 0.10
C -0.63 2.55 3.64 -0.01
C 2.04 0.30 4.74 0.65
C 3.03 0.04 5.70 -0.88
C 3.60 -1.24 5.76 -0.54
C 3.22 -2.19 4.81 -0.73
C 2.26 -1.90 3.85 -0.07
N 1.62 -0.68 3.87 0.34
H -1.34 4.35 4.51 0.46
H 0.42 4.41 6.29 0.46
H 2.13 2.56 6.35 0.37
H -1.31 2.54 2.80 0.39
H 3.29 0.82 6.43 0.40
H 4.31 -1.50 6.54 0.46
H 3.64 -3.20 4.83 0.44
H 1.96 -2.61 3.09 0.44
```

The charge is +2. The value obtained for the energy above the lowest of the compared OMol25 structures with the same formula, charge and spin is 1.021 eV. The value obtained for the energy is -2722.3609 Ha. The multiplicity is 3. As for the maximum force: 4.2 eV/Å.

***

[5]
Computed, not measured: a molecular structure, C39H35N2OP2S3SbTc at a distorted geometry, with ωB97M-V/def2-TZVPD.

```
84
Properties=species:S:1:pos:R:3:mulliken_charge:R:1
Tc 0.51 -1.08 -1.05 -0.07
O 2.77 -0.95 -0.97 -0.30
C 3.23 -2.22 -1.43 -0.73
C 2.41 -2.62 -2.63 0.72
C 2.99 -3.18 -3.75 -0.95
C 2.21 -3.47 -4.86 -0.35
C 0.85 -3.20 -4.79 -0.96
C 0.34 -2.66 -3.63 -0.44
N 1.09 -2.36 -2.56 0.36
H 3.22 -0.73 -0.14 0.18
H 3.13 -2.97 -0.63 0.27
H 4.28 -2.15 -1.71 0.47
H 4.06 -3.37 -3.75 0.47
H 2.66 -3.86 -5.76 0.43
H 0.21 -3.39 -5.63 0.47
H -0.71 -2.39 -3.56 0.64
C -0.74 1.12 3.05 -0.92
N -0.14 0.16 2.13 0.15
P -0.28 -1.49 2.45 1.60
C -2.03 -1.94 2.33 0.56
C -2.47 -3.09 2.97 -0.39
C -3.82 -3.40 2.97 -0.91
C -4.71 -2.57 2.31 -0.59
C -4.27 -1.43 1.65 -0.77
C -2.92 -1.10 1.67 -0.53
C 0.14 -1.62 4.22 0.28
C -0.87 -1.50 5.17 -0.21
C -0.54 -1.44 6.51 -0.70
C 0.79 -1.49 6.91 -0.57
C 1.78 -1.64 5.96 -0.81
C 1.47 -1.70 4.62 -0.71
P 0.25 0.66 0.52 1.38
C 1.89 1.41 0.77 0.40
C 2.66 1.17 1.90 -0.64
C 3.98 1.59 1.94 -0.60
C 4.55 2.24 0.86 -0.71
C 3.78 2.47 -0.28 -0.67
C 2.47 2.05 -0.33 -0.38
C -0.84 2.07 0.18 1.03
C -1.95 1.85 -0.64 -0.28
C -2.77 2.90 -0.99 -0.91
C -2.49 4.18 -0.53 -0.72
C -1.38 4.41 0.27 -0.77
C -0.55 3.36 0.62 -0.41
H -0.67 0.74 4.07 0.44
H -1.79 1.31 2.82 0.26
H -0.19 2.06 3.00 0.34
H -1.75 -3.74 3.46 0.45
H -4.16 -4.29 3.46 0.46
H -5.77 -2.81 2.30 0.40
H -4.95 -0.79 1.12 0.48
H -2.56 -0.22 1.15 0.43
H -1.91 -1.46 4.87 0.43
H -1.33 -1.35 7.24 0.44
H 1.03 -1.42 7.96 0.41
H 2.81 -1.71 6.27 0.44
H 2.24 -1.82 3.87 0.40
H 2.24 0.67 2.76 0.31
H 4.58 1.40 2.82 0.46
H 5.57 2.57 0.90 0.41
H 4.23 2.95 -1.14 0.47
H 1.87 2.21 -1.22 0.43
H -2.13 0.85 -1.02 0.15
H -3.61 2.74 -1.64 0.50
H -3.13 5.01 -0.81 0.44
H -1.16 5.41 0.62 0.45
H 0.33 3.54 1.23 0.36
S -2.84 -5.12 0.31 -0.43
Sb -1.06 -4.32 -0.80 0.48
S -1.68 -1.95 -1.02 -0.47
S 0.95 -2.46 1.24 -0.68
C 0.16 0.25 -2.51 -0.08
C -0.06 1.03 -3.43 0.42
C -0.40 1.98 -4.41 0.28
C -0.33 3.35 -4.09 -0.21
C -0.72 4.30 -5.01 -0.66
C -1.19 3.91 -6.25 -0.48
C -1.26 2.56 -6.58 -0.51
C -0.86 1.60 -5.67 -0.55
H 0.03 3.64 -3.11 0.43
H -0.67 5.34 -4.75 0.41
H -1.51 4.65 -6.96 0.40
H -1.63 2.26 -7.55 0.40
H -0.92 0.55 -5.93 0.47
```

The charge is +1. The value obtained for the energy is -3890.1075 Ha. The multiplicity is 3. As for the maximum force: 2.0 eV/Å.

***

Which of these has the lowest maximum force?
C39H35AsBrCaCl2N2O7PS2

***

Number 2 is which compound?
C39H35BrF4GeN5OSr

***

The lowest maximum force belongs to which entry?
C39H35AsBrCaCl2N2O7PS2